Entry 1:
{
  "formula": "C37H39AgFN3O3Sb",
  "method": "wB97M-V/def2-TZVPD",
  "homo_ha": -0.36529,
  "lumo_energy_ev": -3.505,
  "multiplicity": 1,
  "e_above_lowest_kcal_mol": 9.9,
  "charge": 1,
  "molar_mass_g_mol": 822.363,
  "orbital_gap_ev": 6.44,
  "species": ["H", "H", "H", "C", "H", "O", "N", "C", "H", "Sb", "H", "C", "H", "C", "H", "C", "H", "C", "H", "C", "H", "C", "N", "C", "C", "H", "C", "C", "H", "C", "H", "C", "H", "H", "C", "H", "C", "C", "C", "C", "H", "C", "H", "O", "C", "C", "H", "O", "H", "C", "H", "H", "N", "H", "H", "H", "C", "C", "H", "C", "C", "C", "C", "C", "H", "H", "Ag", "H", "C", "H", "C", "H", "H", "H", "C", "H", "H", "C", "H", "C", "C", "F", "C", "H", "H"],
  "xyz": [[8.5888, 13.8718, 9.4705], [10.3636, 10.8352, 6.4959], [7.2277, 15.6344, 6.4919], [16.1003, 7.9193, 14.2453], [12.9962, 15.7295, 3.8149], [12.7943, 10.1879, 6.2017], [8.8618, 15.0154, 7.7869], [13.2882, 12.2137, 11.7473], [8.5949, 16.8932, 9.6848], [14.3338, 9.5537, 10.4325], [7.0249, 17.8105, 7.3983], [11.9894, 8.8108, 13.0542], [6.1082, 15.5710, 8.9315], [15.6011, 7.1529, 11.5880], [15.7315, 10.5038, 14.8543], [12.9642, 11.4239, 6.0900], [10.1407, 6.9448, 12.2200], [16.4516, 12.0296, 9.5695], [15.2037, 6.7602, 10.6175], [11.5765, 8.4323, 11.6151], [17.2426, 11.4335, 10.0683], [10.5903, 11.9090, 6.4785], [13.3023, 14.3273, 6.1079], [11.0094, 14.6490, 6.7738], [15.5152, 8.8572, 13.3797], [14.6283, 15.8684, 5.6880], [8.1803, 16.0098, 6.9335], [10.4218, 7.6350, 11.4022], [16.9853, 5.9684, 14.4949], [15.4244, 12.5280, 10.5961], [12.8175, 8.1707, 13.3871], [14.4455, 14.2916, 11.9300], [16.6970, 5.3779, 12.0708], [15.8530, 10.9841, 13.0662], [15.6294, 11.4756, 5.8633], [12.5457, 13.8704, 12.8982], [7.0847, 15.5072, 9.4037], [9.8407, 7.5094, 10.1619], [10.4750, 8.0553, 9.0667], [14.3401, 13.4949, 5.8602], [12.3611, 11.6388, 11.9094], [13.5446, 15.7581, 5.9009], [15.2829, 13.9801, 5.6268], [15.8358, 10.2409, 6.1828], [15.4758, 13.8000, 11.1452], [12.0469, 13.7831, 6.4074], [12.1899, 9.0568, 8.3215], [16.5452, 12.2012, 5.4113], [8.8431, 16.2133, 6.1053], [14.3373, 11.6876, 10.9991], [10.0478, 8.0586, 8.0230], [14.5045, 15.3050, 12.2814], [7.6880, 16.8637, 9.1758], [14.2435, 10.6410, 13.8813], [15.9588, 11.3878, 8.8325], [7.0574, 17.5587, 9.6085], [12.2877, 8.8627, 10.4914], [7.9202, 14.4030, 8.7909], [11.7432, 16.3320, 4.9655], [14.3111, 12.1282, 5.9966], [11.9172, 12.3498, 6.3269], [13.3387, 13.5164, 12.2549], [11.7083, 8.7033, 9.2121], [9.7521, 14.1718, 7.1089], [8.7574, 17.9081, 7.7516], [13.1184, 17.3597, 4.5524], [14.6695, 9.4792, 7.8576], [8.8767, 6.9722, 10.0812], [12.8122, 16.3261, 4.7250], [11.1829, 8.7470, 13.8031], [9.5719, 12.7729, 6.8527], [16.3474, 14.4440, 10.9964], [16.1568, 8.1674, 15.2904], [7.2520, 13.6992, 8.2885], [7.9083, 17.2242, 7.7602], [12.4470, 9.8423, 13.0688], [11.2681, 15.6783, 7.0259], [16.5251, 6.6789, 13.8035], [6.9022, 15.4069, 10.4630], [16.3244, 6.3077, 12.4692], [15.3225, 10.3234, 13.8038], [8.3531, 12.1608, 7.0663], [15.2842, 8.4449, 12.0341], [13.3208, 16.2899, 6.8508], [16.9040, 12.7934, 8.9648]],
  "forces_ev_per_a": [[-0.446, 0.026, 0.299], [0.155, 0.486, -0.320], [0.474, -0.075, 0.239], [-0.711, 0.513, -0.347], [-0.131, 0.287, 0.390], [0.059, 1.283, -0.381], [-1.724, 0.808, 0.308], [-0.503, 0.014, 0.186], [-0.657, 0.050, -0.425], [-0.573, 0.651, 0.476], [0.656, -0.634, 0.329], [0.908, 0.201, -0.577], [-0.098, -0.123, -0.114], [0.144, -0.346, 0.902], [-0.275, -0.308, -1.476], [3.591, -0.720, 1.227], [-0.466, 0.991, -0.246], [-0.365, -0.635, 0.914], [0.864, 0.487, 0.772], [-0.383, -0.186, 0.644], [-0.292, 0.284, -0.351], [-0.253, 0.039, 1.018], [-0.328, -0.344, -0.284], [0.078, -0.220, 0.759], [0.539, 0.264, -0.868], [-0.623, -0.155, 0.514], [-0.400, -1.439, -0.162], [1.078, -0.288, 1.116], [-0.059, 0.328, -0.245], [-0.323, -1.075, -0.218], [-0.234, -0.062, 0.045], [-0.361, -0.094, 0.465], [-0.078, -0.290, 0.208], [-0.567, -0.470, 0.874], [3.093, -0.535, -1.034], [-0.051, 0.189, -0.106], [-0.575, 0.311, -0.313], [-0.797, -0.630, -0.055], [0.140, 1.132, -1.781], [-0.201, -0.638, 0.677], [0.683, 0.054, 0.088], [0.897, 0.148, 0.622], [-0.044, -0.314, 0.059], [-1.115, 0.748, 0.350], [0.295, 0.315, -0.155], [1.477, -0.456, -0.910], [0.289, 0.174, -0.317], [-0.988, -0.566, 0.520], [0.042, 0.372, -0.181], [0.275, -0.098, -0.631], [0.297, -0.299, 1.363], [0.100, 0.263, 0.256], [0.359, 0.070, 1.606], [1.054, -0.370, -0.377], [0.126, -0.008, 0.230], [0.531, -0.300, -0.108], [-0.314, 0.523, -0.263], [1.355, -0.031, -1.501], [0.058, 0.039, -0.524], [-2.531, -0.355, -0.490], [-3.088, 2.585, -0.165], [0.430, -0.460, -0.653], [-0.544, -0.755, 1.053], [0.968, -2.149, -0.331], [-0.012, -0.025, 0.012], [0.032, -0.102, -0.043], [0.451, -0.036, -0.545], [0.805, 0.213, -0.130], [-0.776, 0.104, -0.279], [0.209, 0.045, -0.568], [-0.124, -0.190, 0.164], [-0.304, -0.234, -0.317], [0.306, 0.145, 0.252], [0.008, -0.107, 0.296], [-0.387, 1.718, -0.857], [-0.756, -0.953, -0.039], [-0.196, -0.248, -0.196], [-0.022, -0.518, -0.733], [0.154, -0.142, 0.310], [-0.676, 0.624, -0.451], [-0.108, 0.095, 0.926], [0.475, 0.811, -0.019], [-0.450, 0.055, 0.058], [0.170, -0.119, -0.570], [0.284, 0.654, 0.127]]
}



Entry 2:
{
  "formula": "C37H39N7PSSe2Zr",
  "method": "wB97M-V/def2-TZVPD",
  "homo_ha": -0.59342,
  "lumo_energy_ev": -9.189,
  "multiplicity": 1,
  "e_above_lowest_kcal_mol": 0.0,
  "charge": 3,
  "molar_mass_g_mol": 893.953,
  "orbital_gap_ev": 6.96,
  "species": ["C", "C", "H", "C", "C", "H", "C", "C", "H", "N", "C", "H", "H", "C", "H", "C", "C", "H", "C", "H", "C", "C", "H", "Se", "N", "H", "H", "H", "C", "H", "N", "H", "C", "H", "N", "C", "H", "C", "H", "C", "H", "C", "P", "H", "C", "H", "C", "H", "C", "H", "H", "H", "C", "C", "H", "C", "C", "H", "Zr", "H", "H", "H", "Se", "C", "C", "H", "H", "N", "N", "H", "N", "C", "C", "H", "C", "H", "C", "H", "H", "C", "H", "C", "C", "C", "H", "C", "H", "S"],
  "xyz": [[4.0862, 0.3847, -0.1195], [4.0747, -2.8508, 0.7816], [3.7440, -0.0542, -2.2030], [1.1586, 2.4825, -1.5489], [-4.5497, -3.2045, 0.7523], [-0.3794, -2.7223, -1.6723], [-3.2209, -2.8527, 1.0048], [4.9171, 1.0038, 0.8191], [-0.4000, -4.0411, 2.2428], [-2.7873, 0.6246, 0.4255], [-1.0846, 2.7313, -2.3707], [7.2193, 2.2720, -1.3059], [2.1291, 1.9990, -1.5932], [-4.1022, -5.4229, 1.5784], [2.7617, 3.3134, 0.4473], [-2.1780, -2.0211, -2.3014], [-2.7047, -1.5142, 0.7594], [4.3235, -2.7138, -0.2650], [4.2795, -4.1052, 2.8205], [6.6898, 2.1667, 1.1041], [6.3362, 1.7437, -0.9725], [4.5752, -3.9406, 1.4710], [-2.5823, 5.2122, -2.5933], [1.3792, 0.7468, 1.7352], [-1.3347, -1.2520, 0.9248], [2.3677, -1.3575, 3.3293], [-3.4172, 3.9771, -1.6718], [4.6940, 0.9479, 1.8791], [-2.3478, 4.8133, 2.4791], [-4.2248, 4.0738, 1.6989], [-1.2603, 2.5155, 1.3140], [-0.3374, 5.1643, 3.1592], [0.1698, 2.1124, -2.4743], [-1.8741, 2.4336, -3.0523], [-1.3261, -2.9685, -1.9237], [-3.1580, 3.9155, 1.7864], [-3.8038, -4.3033, -2.1066], [1.0078, 3.6315, -0.7579], [2.8213, 4.7253, -0.6000], [-2.5535, 4.6436, -1.6614], [5.7600, 1.1590, -2.9539], [3.4828, -3.1840, 3.4853], [2.6826, -0.5255, 0.5058], [-5.2245, -2.4596, 0.3527], [0.5227, 1.2730, -3.6713], [-4.7703, -3.7258, -3.4661], [2.9686, -2.0890, 2.8026], [-2.6561, 5.3506, -0.8407], [-0.5960, -2.1993, 1.4683], [-1.5354, -3.9427, -2.0809], [1.8511, 4.7880, 0.8600], [-0.2962, 5.2620, -0.2702], [-3.7706, -3.7441, -3.0441], [-0.1921, 4.3386, -0.8287], [-4.4523, -6.4203, 1.8076], [-1.2647, 3.8782, -1.5812], [4.3822, 0.4377, -1.4795], [1.1103, 0.3942, -3.4165], [-0.5433, 0.7032, -0.1486], [-6.0126, -4.7589, 0.8485], [-0.3592, 0.9670, -4.2274], [5.2075, -4.6554, 0.9623], [1.3149, -1.0662, -1.1123], [-4.9833, -4.4842, 1.0331], [2.1668, 4.1359, 0.0466], [-2.1073, -5.8103, 2.2749], [-2.7703, 5.7016, 2.9296], [-1.0385, -3.3968, 1.7954], [-3.3475, -2.3673, -2.8048], [-4.4990, 1.6952, 0.8586], [-3.4996, -0.5587, 0.4189], [-0.5024, 3.3810, 1.9880], [-1.0052, 4.5229, 2.6012], [1.1330, 1.8967, -4.3291], [6.0394, 1.6867, 0.3858], [0.5554, 3.1672, 2.0405], [-2.5878, 2.7848, 1.2480], [4.6858, -4.9511, 3.3587], [0.4457, -1.9969, 1.6805], [-2.3616, -3.8000, 1.5486], [-3.1057, -4.2366, -3.7555], [-3.4166, 1.6786, 0.7651], [5.5152, 1.1207, -1.9011], [3.2658, -1.9271, 1.4503], [-3.9624, -1.6154, -3.0758], [-2.7881, -5.0880, 1.8419], [3.2766, -3.3055, 4.5402], [-1.8257, -0.3243, -2.2303]],
  "forces_ev_per_a": [[0.028, -0.001, 0.009], [0.004, 0.005, 0.019], [0.003, -0.006, -0.009], [0.075, 0.003, -0.051], [-0.042, -0.028, -0.009], [-0.066, -0.032, 0.026], [0.010, 0.062, -0.063], [0.008, -0.008, -0.022], [-0.008, -0.003, 0.000], [0.114, 0.146, -0.046], [-0.010, -0.027, -0.008], [0.001, 0.000, 0.000], [0.011, 0.030, -0.001], [-0.017, 0.009, 0.000], [-0.001, -0.003, 0.008], [-0.156, -0.055, -0.032], [0.043, 0.045, -0.031], [0.002, 0.002, -0.003], [0.009, -0.009, 0.008], [-0.001, 0.000, 0.003], [0.006, 0.005, 0.002], [-0.001, 0.001, -0.008], [0.001, -0.002, -0.003], [0.036, -0.039, 0.069], [0.081, -0.243, -0.032], [0.001, 0.006, 0.004], [0.001, -0.005, 0.004], [0.006, 0.001, 0.001], [-0.026, 0.000, -0.011], [0.001, 0.007, 0.005], [0.094, 0.114, 0.047], [0.003, -0.003, 0.000], [-0.003, -0.123, -0.037], [-0.006, 0.009, 0.003], [0.002, -0.028, 0.058], [-0.021, 0.066, 0.036], [-0.001, 0.006, -0.004], [-0.016, 0.008, -0.004], [0.010, -0.009, -0.001], [0.013, -0.005, 0.009], [-0.002, -0.001, -0.001], [-0.016, 0.016, -0.004], [-0.055, 0.081, 0.042], [0.000, -0.005, 0.004], [-0.007, 0.039, -0.038], [0.006, -0.005, -0.010], [0.025, -0.034, -0.023], [-0.001, 0.005, -0.004], [-0.043, 0.015, 0.011], [0.008, 0.000, -0.019], [0.000, 0.011, -0.006], [0.008, 0.001, 0.001], [0.005, 0.001, 0.001], [0.033, 0.000, 0.015], [-0.005, 0.001, -0.004], [-0.042, -0.002, -0.033], [0.025, 0.031, 0.023], [0.016, 0.016, -0.002], [-0.511, -0.095, 0.279], [0.002, -0.004, 0.000], [0.010, 0.003, 0.002], [0.001, -0.001, 0.002], [0.134, 0.090, -0.092], [0.031, 0.017, 0.012], [0.000, 0.000, -0.006], [-0.003, -0.002, -0.001], [-0.001, 0.000, 0.001], [-0.017, 0.024, -0.001], [0.042, 0.001, 0.049], [0.012, -0.067, 0.078], [-0.069, 0.105, -0.038], [-0.003, 0.025, 0.006], [0.019, -0.014, -0.001], [-0.009, 0.013, -0.004], [-0.012, -0.004, 0.006], [0.002, -0.004, 0.004], [-0.098, -0.097, -0.046], [0.001, 0.000, 0.000], [0.004, 0.006, -0.036], [0.104, -0.049, 0.013], [-0.004, -0.002, 0.001], [0.073, 0.102, 0.033], [-0.014, -0.006, -0.009], [-0.014, -0.032, 0.012], [-0.009, 0.015, 0.037], [0.005, -0.012, 0.002], [0.001, 0.000, 0.002], [0.180, -0.077, -0.191]]
}



Entry 3:
{
  "formula": "C37H40BeOP2",
  "method": "wB97M-V/def2-TZVPD",
  "homo_ha": -0.27943,
  "lumo_energy_ev": -0.223,
  "multiplicity": 1,
  "e_above_lowest_kcal_mol": 18.0,
  "molar_mass_g_mol": 571.686,
  "orbital_gap_ev": 7.38,
  "species": ["C", "C", "C", "H", "C", "H", "C", "H", "H", "H", "C", "H", "H", "H", "C", "H", "C", "C", "C", "C", "C", "H", "H", "C", "C", "H", "C", "O", "C", "H", "H", "C", "H", "C", "H", "H", "H", "C", "H", "C", "H", "C", "H", "C", "C", "C", "C", "H", "H", "H", "P", "H", "H", "H", "H", "H", "C", "H", "H", "H", "C", "H", "C", "C", "C", "C", "C", "C", "Be", "H", "H", "H", "C", "H", "H", "C", "P", "C", "C", "H", "H"],
  "xyz": [[-4.9479, -0.6442, -2.8991], [-6.0232, -2.5744, -3.8962], [-5.2989, -1.2690, 5.0061], [-5.1903, -4.5058, -3.3417], [-5.2560, -1.3131, 2.2110], [6.1755, 1.2473, -3.5205], [-6.3960, -1.7329, 2.9033], [-6.7818, -3.0174, -4.5395], [1.0397, 3.7858, 2.1819], [3.5980, -2.1949, 0.0033], [-1.2193, -0.5393, -2.2913], [6.6360, 2.7651, -1.4771], [-3.4585, -3.5452, -1.8624], [-1.9228, -1.9236, -3.8104], [0.5802, 0.4631, 5.1124], [-0.6214, -2.0996, 3.1734], [-5.1268, -3.4133, -3.2292], [-2.2458, -1.9477, 1.2087], [4.4213, 5.0147, -1.1048], [1.0162, -0.1530, -3.9504], [0.4432, -0.8236, 4.5818], [5.1400, -2.4042, -2.0571], [0.3563, 4.8912, 1.0107], [0.7905, 3.8967, 1.0966], [-5.9303, -1.1929, -3.7193], [-0.0295, -1.4344, -5.3548], [-0.2990, 1.4721, 4.7040], [3.9031, 3.8665, 1.0673], [5.8907, 1.1843, -0.0557], [3.8467, 1.8354, 0.3238], [-2.1481, -2.8079, 1.8982], [5.4495, -0.3819, -2.4710], [4.5294, 4.5028, -2.0819], [5.1563, -1.4845, -1.4359], [-4.9058, 0.4306, -2.7689], [1.8385, 0.9893, -2.2965], [3.8584, 5.9499, -1.3038], [-0.1789, 0.3346, -1.9096], [-1.8561, -2.9824, -0.6603], [4.4083, 0.9216, 0.0803], [-5.3067, -1.2537, 6.0997], [0.9751, 0.4390, -2.6807], [-0.2790, 0.9398, -1.0131], [-6.4299, -1.6907, 4.3033], [3.7861, -1.4224, -0.7417], [3.5811, -0.1548, -0.0048], [-4.1213, -0.8498, 2.9132], [2.5204, -0.0638, 0.3360], [6.2406, 1.8726, 0.7357], [5.9740, -1.6204, -0.7117], [-2.6365, -0.3035, 1.9047], [7.5554, 1.3320, -1.4338], [-7.3417, -1.9585, 4.8412], [-7.2643, -2.0960, 2.3514], [1.3889, 0.6746, 5.8204], [-5.2303, -1.3916, 1.1257], [-1.2809, 1.2095, 3.7517], [3.0072, -1.6595, -1.4741], [6.4267, 0.2503, 0.1151], [-3.2796, -0.5666, 4.9063], [3.6419, 4.1194, -0.1179], [-0.1906, 2.4657, 5.1275], [-2.1904, -2.0659, -0.1481], [5.9330, 0.9018, -2.4911], [-1.1325, -1.2289, -3.5082], [6.5109, 1.6792, -1.3862], [-4.0162, -1.4690, -2.2410], [-1.3962, -0.0816, 3.1959], [1.8510, 3.6310, -0.2577], [1.8602, 0.0304, -4.6188], [-6.6336, -0.5512, -4.2334], [-1.9547, 2.0018, 3.4297], [-4.1332, -2.8658, -2.3964], [-0.0675, 3.2220, 0.9224], [5.2636, -0.7533, -3.4931], [-4.1532, -0.8494, 4.3188], [-2.6752, -0.6717, -1.1934], [-0.5362, -1.1003, 3.6144], [-0.0425, -0.9821, -4.3559], [5.4122, 5.3336, -0.7436], [1.1225, -1.6182, 4.9062]],
  "forces_ev_per_a": [[0.262, -0.417, 0.104], [0.383, -0.181, 0.258], [-0.092, 0.100, -0.218], [-0.005, 0.592, 0.037], [0.147, -0.052, 0.601], [-0.496, -0.007, 0.719], [0.200, 0.119, 0.127], [0.114, 0.222, 0.119], [0.447, -0.153, -1.135], [0.640, -0.664, -0.019], [0.094, -0.098, -0.509], [-0.811, -0.160, -0.299], [-0.291, 0.320, -0.319], [0.288, 0.331, 0.078], [-0.143, -0.269, -0.232], [0.143, 0.430, 0.321], [0.255, 0.068, 0.323], [-0.053, -0.308, -1.210], [0.484, -0.103, 0.433], [-0.376, -0.352, 0.200], [0.040, -0.062, -0.165], [0.212, 0.323, 0.478], [-0.096, 0.310, -0.137], [-0.880, -0.898, -0.513], [0.057, -0.323, 0.005], [0.079, 0.133, 0.446], [0.134, -0.215, 0.037], [0.398, 1.007, -2.398], [1.110, -0.450, 0.231], [0.512, -0.729, 0.594], [0.235, 0.384, -0.615], [0.097, 1.092, -0.716], [-0.122, 0.114, 0.555], [0.180, -0.580, -0.546], [0.080, 0.000, 0.021], [-0.262, 0.019, -0.247], [-0.057, -0.606, 0.225], [-0.167, -0.521, -0.236], [-0.266, 0.168, 0.533], [-1.798, 0.513, 0.141], [0.002, -0.011, -0.381], [-0.101, 0.047, -0.311], [0.002, -0.249, 0.136], [0.181, 0.192, -0.139], [0.767, -0.261, 0.442], [-0.278, 1.452, -0.842], [-0.036, -0.224, 0.128], [0.904, 0.456, -0.226], [-0.529, -0.309, -0.127], [-0.290, 0.218, -0.174], [-1.240, -0.051, 0.377], [0.041, 0.200, 0.526], [0.318, -0.049, -0.179], [0.236, 0.130, 0.121], [-0.421, -0.059, -0.235], [-0.020, 0.135, 0.115], [0.288, -0.487, 0.090], [-0.159, 0.726, -0.059], [-0.127, -0.031, 0.326], [-0.156, 0.067, -0.273], [-1.311, 0.085, 0.381], [-0.080, -0.059, -0.103], [0.297, -0.399, 1.305], [-0.289, -1.892, -1.665], [0.534, 0.374, -0.073], [0.181, -0.535, 0.715], [0.358, -0.468, -0.068], [0.421, 0.071, 0.421], [1.461, 0.774, 2.266], [-0.214, -0.157, 0.267], [0.017, 0.085, 0.050], [0.130, -0.138, -0.010], [-0.334, 0.124, -0.259], [-0.140, 0.163, 0.300], [0.013, 0.181, 0.490], [-0.251, -0.232, -0.160], [-0.782, 0.575, -0.423], [0.294, 0.327, 0.376], [0.080, 0.107, -0.073], [-0.203, -0.267, 0.009], [-0.236, 0.292, -0.133]]
}